<one>
ORCA calculation (ωB97M-V/def2-TZVPD) on the molecule C6H11NO.

Summary:
- HOMO level: -8.4 eV
- Structure (SMILES): CC[C@H](O)C(C)=C=N
- Orbital gap: 0.34483 hartree

Positions of all 19 atoms, in Å:
C 0.91897 -0.05535 1.19958
C -1.36601 -0.54353 -1.93898
C -0.21644 0.28600 2.15060
C -0.10901 1.30952 -0.85468
C -0.34348 0.02720 -1.00090
C 0.47236 -0.88871 -0.15235
O 1.63372 -1.25679 -0.85604
N -0.25178 2.51124 -0.67542
H 2.19294 -1.79796 -0.28597
H 0.44016 3.16175 -1.03047
H -0.10932 -1.77984 0.13492
H 1.57999 -0.77937 1.68725
H 1.55809 0.79865 0.97282
H -2.27013 -0.81692 -1.39369
H -1.63316 0.16251 -2.72339
H -0.98050 -1.44096 -2.42499
H -0.86375 1.05409 1.73579
H 0.17877 0.63850 3.10216
H -0.83141 -0.59004 2.35377

<two>
ORCA calculation (ωB97M-V/def2-TZVPD) on a cluster of 2 separate species, C6H11NO in total.

Summary:
- HOMO level (alpha / beta): -8.0 / -8.0 eV
- Orbital gap (alpha / beta): 0.29263 / 0.29271 hartree

Positions of all 19 atoms, in Å:
C -0.62884 0.27467 -0.99434
C -2.00644 -0.18370 -1.28004
C 1.18011 -1.78979 0.80494
C 0.06946 -0.79151 1.01520
C 0.62702 1.78932 0.21142
C 1.50014 2.72151 -0.12414
O -0.48479 1.48997 -0.54376
N -1.00143 -0.97712 1.66972
H 0.24985 -0.20369 -1.41709
H -1.05508 -1.91952 2.06955
H 0.44309 0.36240 0.87009
H -2.58652 -0.16494 -0.35317
H -1.99291 -1.20237 -1.66640
H -2.50089 0.46238 -2.01226
H 1.48473 -1.82737 -0.24445
H 2.06184 -1.48226 1.37458
H 0.88933 -2.79453 1.12255
H 2.31727 2.94831 0.54721
H 1.43406 3.28824 -1.04963

<three>
ORCA calculation (ωB97M-V/def2-TZVPD) on a cluster of 2 separate species, C6H11NO in total.

Summary:
- HOMO level: -9.8 eV
- Structure (SMILES): C=N[C@]1(C)CO1.C=C
- Orbital gap: 0.39631 hartree

Positions of all 19 atoms, in Å:
C 0.74385 -0.86501 -2.10145
C -0.74342 0.98899 -1.10630
C -0.34256 -0.42362 -1.15130
O -1.55475 0.03148 -1.70566
H 0.60474 -0.37728 -3.06289
H 1.71448 -0.59936 -1.68929
H -0.27244 1.69816 -1.77738
H 1.85860 1.53835 0.97002
H -1.11075 1.39735 -0.16975
H 0.70182 -1.94204 -2.24026
C 1.44984 0.82408 1.66015
C -1.43261 -1.45323 0.62833
C 0.49771 1.14777 2.51121
N -0.35751 -1.18356 0.03946
H 1.86276 -0.17156 1.62166
H -1.37129 -2.04174 1.53245
H -2.41689 -1.14693 0.27698
H 0.08712 0.43394 3.21167
H 0.08131 2.14422 2.55237

Most favorable structure: <one>. The second most favorable one is 25.0 kcal/mol above it.

<one>
ORCA calculation (ωB97M-V/def2-TZVPD) on the molecule C6H11NO.

Summary:
- HOMO level: -8.6 eV
- Structure (SMILES): C[C@@H]1[C@H]2[C@H](O)CCN21
- Orbital gap: 0.34993 hartree

Positions of all 19 atoms, in Å:
C -2.68825 -0.48719 0.25153
C -1.38890 -0.36464 -0.53663
C -0.02874 -0.69235 0.02791
C 1.48655 -0.48351 -0.41895
C 1.86207 0.97930 0.02620
C 0.44160 1.52084 0.22403
H -3.65986 -0.18478 -0.27282
H -2.74010 -0.14163 1.28289
H -2.73766 -1.68747 0.51188
H -1.63882 -0.47903 -1.69700
H -0.13319 -0.68603 1.10593
H 1.62568 -0.48735 -1.55604
H 2.02288 -2.46793 0.03653
H 2.40261 0.77469 1.03442
H 2.52166 1.60920 -0.57259
H 0.44302 2.50288 -0.33011
H 0.34174 1.57191 1.40804
N -0.45489 0.73373 -0.62321
O 2.32260 -1.53063 0.09798

<two>
ORCA calculation (ωB97M-V/def2-TZVPD) on the molecule C6H11NO.

Summary:
- HOMO level: -9.4 eV
- Structure (SMILES): C=CCCNC(C)=O
- Orbital gap: 0.37952 hartree

Positions of all 19 atoms, in Å:
O 0.98235 -1.64976 2.96833
C 1.09992 -0.94003 2.01327
N -0.07638 -0.42782 1.31979
C 0.11011 0.43884 0.09240
C -0.50975 -0.23279 -1.14908
C -1.93223 0.23910 -1.39986
C -2.38586 1.08252 -2.34946
C 2.49267 -0.46733 1.60381
H -1.01909 -0.72104 1.60344
H 1.28541 0.57198 -0.11626
H -0.34509 1.43257 0.26145
H -0.51240 -1.34138 -1.00805
H 0.12940 0.14630 -2.02392
H -2.65924 -0.17570 -0.72539
H -3.50704 1.23764 -2.54277
H -1.82100 1.68033 -3.09994
H 2.66537 0.66509 1.48944
H 3.18998 -0.61600 2.41394
H 2.81286 -0.92252 0.64886

<three>
ORCA calculation (ωB97M-V/def2-TZVPD) on the molecule C6H11NO.

Summary:
- HOMO level: -9.2 eV
- Structure (SMILES): C[C@@H]1CCCN1C=O
- Orbital gap: 0.36990 hartree

Positions of all 19 atoms, in Å:
C 0.88922 -1.62347 1.32763
N 0.46382 -0.51570 0.66059
C -0.11572 0.63696 1.34618
C -1.31159 1.11620 0.51721
C -1.18514 0.38251 -0.83257
C 0.02438 -0.56084 -0.74098
C 1.23192 -0.01295 -1.53297
O 1.07731 -2.67076 0.74416
H 1.06858 -1.40077 2.38835
H -0.43992 0.49456 2.37270
H 0.67901 1.37887 1.46200
H -2.21074 0.84770 1.06499
H -1.26444 2.18479 0.31933
H -1.06584 1.08009 -1.64963
H -2.05769 -0.23518 -1.04799
H -0.22028 -1.55216 -1.10150
H 1.08746 -0.13670 -2.61182
H 1.20902 1.08054 -1.49646
H 2.14066 -0.49369 -1.18924

Most favorable structure: <three>. The second most favorable one is 29.7 kcal/mol above it.

<one>
ORCA calculation (ωB97M-V/def2-TZVPD) on a cluster of 2 separate species, C6H11NO in total.

Summary:
- HOMO level: -7.7 eV
- Structure (SMILES): Cc1cc[nH]c1C.O
- Orbital gap: 0.30943 hartree

Positions of all 19 atoms, in Å:
C -0.00157 -0.57219 -1.45502
C -1.27562 0.04892 -1.41984
N -1.28327 1.04264 -0.48218
C -0.06732 0.95348 0.19286
C 0.75303 0.01329 -0.44573
C 2.18732 -0.24725 -0.38392
C 0.27879 1.53539 1.45160
H 0.35334 -1.15573 -2.17953
H -2.20345 -0.05652 -2.01768
H -2.15128 1.46342 0.04031
H 2.73845 0.25954 -1.05952
H 2.57751 0.08072 0.59708
H 2.76448 -1.18780 -0.53444
H -0.57419 1.86835 2.16185
H 1.14536 2.13117 1.31367
H 0.81004 0.76173 2.07758
H -1.14135 -1.46758 1.87730
H -0.56028 -2.29209 0.65288
O -0.75295 -2.26170 1.60077

<two>
ORCA calculation (ωB97M-V/def2-TZVPD) on the molecule C6H11NO.

Summary:
- HOMO level: -8.8 eV
- Structure (SMILES): [H]/N=C/C(C)(C)C(=C)O
- Orbital gap: 0.34989 hartree

Positions of all 19 atoms, in Å:
C 0.02237 -0.13949 0.23135
C -0.46571 0.42199 1.57808
C 0.10084 -1.67483 0.28205
C -0.87042 0.32401 -0.89474
C 1.54706 0.33883 0.12368
C -0.63397 1.06593 -1.97399
O -2.21568 -0.20298 -0.78651
N 2.10960 1.02489 -0.80852
H -2.38844 -0.58159 0.08835
H 3.10441 1.17240 -0.60282
H 2.17358 0.00541 0.97276
H -0.60618 1.50760 1.52657
H -1.41649 -0.02655 1.88390
H 0.25868 0.22739 2.37786
H 0.36146 -2.08816 -0.69869
H -0.85004 -2.11889 0.59383
H 0.86382 -2.01238 0.99353
H -1.43320 1.27740 -2.67685
H 0.33832 1.47902 -2.20984

<three>
ORCA calculation (ωB97M-V/def2-TZVPD) on the molecule C6H11NO.

Summary:
- HOMO level: -9.1 eV
- Structure (SMILES): C/C=C/[C@@H](C)/C=N\O
- Orbital gap: 0.36113 hartree

Positions of all 19 atoms, in Å:
C -1.19731 -1.60360 2.26200
C -0.24458 -0.98347 1.29321
C -0.17942 0.30037 1.07874
C 0.84060 0.96168 0.17035
C 1.72912 -0.18245 -0.39638
C 0.10154 1.51178 -0.85385
H -1.37554 -2.64486 1.84407
H -0.75241 -1.49550 3.29173
H -2.06201 -0.78349 2.24788
H 0.61944 -1.38242 1.02922
H -1.00175 0.84976 1.46447
H 1.36765 1.68198 0.78045
H 2.38782 -0.41908 0.45587
H 2.13728 0.26172 -1.23435
H 1.27690 -1.19878 -0.65549
H -0.20487 2.72261 -1.05940
H -1.24557 -0.78191 -2.52166
N -0.56625 0.93674 -1.70153
O -0.43536 -0.42413 -1.88207

<four>
ORCA calculation (ωB97M-V/def2-TZVPD) on the molecule C6H11NO.

Summary:
- HOMO level: -9.2 eV
- Structure (SMILES): C=C(C)[C@](C)(N)C=O
- Orbital gap: 0.36943 hartree

Positions of all 19 atoms, in Å:
C -0.00188 0.03718 -0.67248
C 0.95715 -1.11741 -0.98423
C 0.80839 0.41022 1.76778
C -0.38038 0.09055 0.78694
N 0.59194 1.30798 -1.09518
C -1.28863 -0.19378 -1.64860
C -1.57443 -0.13137 1.35554
O -2.24786 -0.93568 -1.47328
H 1.53936 1.39992 -0.73850
H 0.04559 2.08461 -0.72514
H -1.16802 0.29384 -2.63865
H 1.06563 -1.25927 -2.06612
H 1.95911 -0.94965 -0.57508
H 0.58300 -2.05970 -0.56843
H 0.83802 -0.33488 2.56901
H 0.65482 1.40262 2.20282
H 1.78742 0.40282 1.28356
H -1.70318 -0.07331 2.43315
H -2.46606 -0.37468 0.78690

Most favorable structure: <four>. The second most favorable one is 3.8 kcal/mol above it.